Entry 1:
C12H9AsAuCl2N3OS4 | wB97M-V/def2-TZVPD

## Properties
- 2S+1: 1
- HOMO-LUMO gap (spin up / spin down): 5.943 / 5.945 eV
- Highest occupied orbital energy (spin up / spin down): -1.618 / -1.617 eV
- Total charge: -2

Atoms and positions in Å:
Au1 0.449 0.862 0.775
S1 -3.069 3.337 3.070
As1 -1.037 2.726 3.120
S2 -0.856 0.519 2.736
S3 -0.102 3.063 1.070
S4 0.218 3.390 4.669
Cl1 3.783 -1.709 -0.444
C1 4.026 -0.089 -1.063
C2 5.273 0.237 -1.545
C3 5.527 1.505 -2.054
C4 4.474 2.415 -2.090
C5 3.223 2.075 -1.627
Cl2 1.936 3.230 -1.840
C6 2.913 0.807 -1.037
N1 1.726 0.438 -0.613
H1 6.052 -0.514 -1.502
H2 6.510 1.774 -2.418
H3 4.607 3.406 -2.505
N2 -3.396 -3.804 0.027
C7 -4.379 -2.857 -0.057
O1 -5.558 -3.169 -0.118
C8 -3.912 -1.443 -0.073
C9 -4.773 -0.434 0.348
C10 -4.299 0.861 0.402
C11 -2.987 1.109 0.014
N3 -2.170 0.160 -0.436
C12 -2.626 -1.085 -0.464
H4 -3.706 -4.749 0.177
H5 -2.484 -3.548 0.363
H6 -5.776 -0.693 0.660
H7 -4.898 1.672 0.793
H8 -2.554 2.098 0.123
H9 -1.921 -1.829 -0.824

***

Entry 2:
C26H24ClF4N3O2Tc | wB97M-V/def2-TZVPD

## Properties
- 2S+1: 2
- HOMO-LUMO gap (spin up / spin down): 5.650 / 6.829 eV
- Highest occupied orbital energy (spin up / spin down): -13.896 / -14.082 eV
- Total charge: +2

Atoms and positions in Å:
Tc1 0.000 0.610 0.024
C1 1.100 2.061 -3.027
C2 -0.244 1.370 -3.053
N1 -0.529 0.326 -2.002
C3 -1.996 -0.052 -2.129
C4 -3.030 1.020 -1.844
C5 0.266 -0.902 -2.337
C6 0.147 -1.966 -1.264
N2 0.281 -1.287 0.031
C7 0.468 -1.973 1.210
C8 0.696 -1.195 2.357
F1 0.733 0.163 2.212
C9 0.907 -1.743 3.594
F2 1.126 -0.950 4.630
C10 0.884 -3.124 3.738
C11 0.654 -3.917 2.629
F3 0.622 -5.233 2.746
C12 0.448 -3.367 1.375
F4 0.214 -4.170 0.343
H1 1.144 2.701 -3.909
H2 1.946 1.377 -3.093
H3 1.207 2.699 -2.152
H4 -0.390 0.858 -4.009
H5 -1.026 2.115 -2.971
H6 -2.164 -0.894 -1.461
H7 -2.103 -0.420 -3.154
H8 -3.180 1.179 -0.781
H9 -3.978 0.674 -2.258
H10 -2.820 1.976 -2.316
H11 1.305 -0.597 -2.442
H12 -0.066 -1.295 -3.301
H13 0.924 -2.717 -1.399
H14 -0.808 -2.495 -1.287
H15 1.041 -3.575 4.709
Cl1 -5.503 4.095 3.425
C13 -4.354 3.051 2.672
C14 -4.461 1.666 2.844
C15 -3.564 0.797 2.253
C16 -2.530 1.299 1.480
O1 -1.698 0.410 0.893
C17 -2.407 2.682 1.308
C18 -1.360 3.265 0.553
O2 -0.417 2.639 0.029
C19 -3.341 3.559 1.909
H16 -5.268 1.277 3.453
H17 -3.660 -0.272 2.381
H18 -1.353 4.349 0.415
H19 -3.244 4.629 1.770
N3 1.964 1.057 -0.312
C20 3.055 1.406 -0.419
C21 4.411 1.828 -0.541
C22 4.686 3.195 -0.646
C23 6.003 3.596 -0.770
C24 7.015 2.644 -0.790
C25 6.732 1.286 -0.686
C26 5.423 0.865 -0.560
H20 3.883 3.919 -0.624
H21 6.243 4.647 -0.848
H22 8.044 2.964 -0.888
H23 7.532 0.559 -0.700
H24 5.183 -0.187 -0.475

***

Entry 3:
C5H11O2 | wB97M-V/def2-TZVPD

## Properties
- 2S+1: 1
- HOMO-LUMO gap: 8.051 eV
- Highest occupied orbital energy: -3.876 eV
- Total charge: -1

Atoms and positions in Å:
C1 -1.644 -1.526 0.101
C2 -1.398 -2.681 1.064
H1 -0.774 -1.082 -0.379
H2 -2.021 -1.792 -0.905
H3 -2.388 -0.838 0.488
H4 -1.372 -3.635 0.538
H5 -0.460 -2.502 1.606
H6 -2.158 -2.668 1.888
C3 0.659 1.462 -0.522
C4 1.320 2.800 -0.900
C5 1.651 0.323 0.042
O1 2.857 0.524 -0.059
O2 0.983 -0.562 0.651
H7 0.126 1.700 0.427
H8 0.033 1.099 -1.354
H9 2.195 2.603 -1.541
H10 1.803 3.198 -0.001
H11 0.587 3.575 -1.144

***

Entry 4:
C4H6N2 | wB97M-V/def2-TZVPD

## Properties
- 2S+1: 1
- HOMO-LUMO gap: 9.164 eV
- Highest occupied orbital energy: -8.049 eV

Atoms and positions in Å:
N1 0.247 0.347 -1.916
C1 1.366 -0.052 -1.562
C2 1.278 -0.764 -0.199
N2 -0.040 -0.568 0.397
C3 -1.026 -0.051 -0.423
C4 -0.510 0.789 0.678
H1 1.442 -1.832 -0.393
H2 2.054 -0.422 0.493
H3 -2.023 -0.510 -0.505
H4 -0.521 0.780 -2.360
H5 0.112 1.635 0.378
H6 -0.987 0.903 1.653

***

Entry 5:
CH4ClPS | wB97M-V/def2-TZVPD

## Properties
- 2S+1: 1
- HOMO-LUMO gap (spin up / spin down): 7.362 / 7.476 eV
- Highest occupied orbital energy (spin up / spin down): -8.758 / -8.069 eV

Atoms and positions in Å:
C1 0.275 1.584 -1.442
P1 -1.117 -0.111 1.268
S1 0.412 0.241 2.366
Cl1 -0.390 0.014 -1.301
H1 1.376 1.738 -1.292
H2 -0.417 2.440 -1.200
H3 -2.100 -0.868 1.845
H4 -2.239 0.919 1.070

***

Entry 6:
C4H12 | wB97M-V/def2-TZVPD

## Properties
- 2S+1: 1
- HOMO-LUMO gap: 12.302 eV
- Highest occupied orbital energy: -11.245 eV
- Structure (SMILES): CC.CC

Atoms and positions in Å:
C1 -1.859 -1.611 1.513
C2 -1.293 -0.173 1.882
H1 -2.488 -2.004 2.365
H2 -2.524 -1.602 0.663
H3 -0.894 -2.084 1.225
H4 -2.177 0.502 1.998
H5 -0.900 -0.174 2.819
H6 -0.698 0.228 1.138
C3 0.950 1.046 -2.074
C4 2.269 0.639 -1.414
H7 1.030 0.762 -3.039
H8 -0.042 0.763 -1.426
H9 0.835 2.178 -1.886
H10 2.700 -0.335 -1.929
H11 2.126 0.357 -0.376
H12 2.965 1.508 -1.460

***

no.,calculated total energy (Eh)
1,-5586.8992
2,-2259.8160
3,-347.6130
4,-265.3397
5,-1240.0868
6,-159.5327